Molecular formula: C3H7ClN4
Method: DFT, ωB97M-V/def2-TZVPD

Calculated values
* E_HOMO: -0.2901 Ha
* SMILES string: N/N=C\C(Cl)=C(N)N
* frontier orbital gap: 8.75 eV

Geometry (Å):
N -2.08108 -0.44416 0.63272
N -1.74693 -1.41058 -0.31198
C -0.51009 -1.52496 -0.63467
C 0.65764 -0.77164 -0.15509
Cl 2.07306 -1.77452 0.15430
C 0.81309 0.59039 -0.12602
N 2.02976 1.21914 0.02112
N -0.22990 1.48383 -0.27085
H -1.34144 -0.33664 1.37187
H -2.94348 -0.70032 1.05347
H -0.30741 -2.31613 -1.33958
H 2.80765 0.60504 0.26594
H 2.03255 2.05168 0.59394
H -1.18136 1.08827 -0.33973
H -0.07207 2.24061 -0.91546


Molecular formula: C3H7ClNO3P
Method: DFT, ωB97M-V/def2-TZVPD

Calculated values
* E_HOMO: 0.0159 Ha
* SMILES string: CN(C)[C@H](Cl)P(=O)([O-])[O-]
* frontier orbital gap: 5.63 eV
* net charge: -2

Geometry (Å):
C 0.27366 -1.20849 0.23423
N 0.51930 0.23549 0.02150
C -0.76350 0.95346 0.07231
C 1.29398 0.37917 -1.11888
Cl 0.33174 -0.23609 -2.65687
P 3.03592 -0.56413 -0.97112
O 3.84421 0.11353 -2.01318
O 2.73165 -2.04189 -1.26784
O 3.35703 -0.19820 0.48247
H -0.67514 -1.40719 -0.15331
H 1.15481 -1.76075 -0.23336
H 0.26364 -1.35173 1.34499
H -0.88688 1.40368 -0.89521
H -1.54850 0.25034 0.24837
H -0.73414 1.68789 1.00190
H 1.47730 1.57522 -1.24778


Molecular formula: C3H7ClO2S
Method: DFT, ωB97M-V/def2-TZVPD

Calculated values
* E_HOMO: -0.3510 Ha
* frontier orbital gap: 9.00 eV

Geometry (Å):
C -0.55800 -0.87398 -1.42737
C 0.23180 -1.10764 0.99311
C -0.30460 -0.34175 -0.14931
O -0.56154 2.75539 -0.34929
O 1.24420 0.98372 -0.37345
S 0.83665 2.41128 -0.01860
Cl 0.75286 2.10615 2.17166
H -0.22362 -0.04911 -2.00748
H 0.08657 -1.78663 -1.71682
H -1.66716 -0.87776 -1.59224
H 1.10076 -1.74801 0.86844
H -0.58447 -1.42595 1.62837
H 0.68249 -0.45598 1.69510
H -1.03595 0.41026 0.27787


Molecular formula: C3H7ClO2Si
Method: DFT, ωB97M-V/def2-TZVPD

Calculated values
* E_HOMO: -0.3224 Ha
* frontier orbital gap: 8.77 eV

Geometry (Å):
C -2.47350 0.39446 0.35393
C 1.08599 -0.32625 1.47020
C 0.83407 -0.41289 -1.76928
O -3.59059 0.81675 0.64819
O -1.51650 0.90715 -0.28255
Si 0.77308 0.58928 -0.15689
Cl 1.38527 2.45148 0.00709
H -2.52607 -0.74462 0.36169
H 0.41326 0.06297 2.32661
H 0.86166 -1.37722 1.27810
H 2.14912 -0.26624 1.84407
H 1.82863 -0.45186 -2.20497
H 0.74924 -1.46240 -1.41422
H 0.02635 -0.18060 -2.46197


Molecular formula: C3H7ClS
Method: DFT, ωB97M-V/def2-TZVPD

Calculated values
* E_HOMO (alpha / beta): -0.2839 / -0.2841 Ha
* frontier orbital gap (alpha / beta): 5.95 / 5.95 eV

Geometry (Å):
C -1.87228 -1.33175 0.40111
C 2.57625 1.20296 -0.33943
C -1.33899 -0.09290 -0.26764
S 1.60303 -0.01441 0.69979
Cl -1.61882 1.42842 0.38994
H -2.51996 -1.03630 1.20087
H -1.15498 -1.99404 0.81626
H -2.41847 -1.85777 -0.27557
H 3.29377 0.49633 -0.78245
H 2.97533 1.86909 0.41934
H 1.78707 1.46553 -1.00050
H -1.31195 -0.13516 -1.26171


Molecular formula: C3H7ClS2
Method: DFT, ωB97M-V/def2-TZVPD

Calculated values
* E_HOMO: -0.3337 Ha
* frontier orbital gap: 8.09 eV

Geometry (Å):
C -0.32940 -0.66191 0.33744
C 0.04979 0.56806 -0.36039
C 1.54968 0.95706 0.06403
H -1.04899 -2.59139 0.25864
H -0.46354 -0.49031 1.34594
H 0.45094 -1.39122 0.12679
H 0.11438 0.40318 -1.44996
H 1.66178 1.84304 -0.56882
H 1.35163 1.14342 1.00506
H 3.02721 -0.44152 1.64939
S -1.92034 -1.50272 -0.08598
S 2.55554 -0.55666 -0.13667
Cl -1.34571 1.72327 0.05581


Molecular formula: C3H7CuO3
Method: DFT, ωB97M-V/def2-TZVPD

Calculated values
* E_HOMO (alpha / beta): -0.5466 / -0.5414 Ha
* ⟨S²⟩: 0.75
* frontier orbital gap (alpha / beta): 10.03 / 7.86 eV
* multiplicity: 2
* net charge: +1

Geometry (Å):
O -0.80983 -0.49799 1.52796
C -0.20915 -1.23614 0.70003
C 0.42003 -0.61079 -0.45171
O 0.71986 0.70379 0.00944
C 1.76343 1.38966 -0.68026
Cu -0.92468 1.34853 0.81649
H 0.13673 -2.23889 0.98920
H 1.31850 -1.15180 -0.77765
H 1.47852 2.44195 -0.77156
H 2.66552 1.29901 -0.06167
H 1.92101 0.98949 -1.68964
O -1.87461 1.20799 -0.72553
H -0.64056 -0.20924 -1.37513
H -1.88174 1.89759 -1.39244


Molecular formula: C3H7F
Method: DFT, ωB97M-V/def2-TZVPD

Calculated values
* E_HOMO: -0.3567 Ha
* frontier orbital gap: 10.55 eV

Geometry (Å):
C 0.25137 1.30731 -0.13370
C 0.28755 -1.21861 -0.14438
C -0.38388 -0.00862 0.30811
F -1.68589 -0.03104 -0.14354
H -0.35978 2.20431 0.20856
H 1.41804 1.33960 -0.19496
H -0.03938 1.21447 -1.19758
H 0.23904 -1.46120 -1.14223
H -0.35273 -2.04422 0.31780
H 1.39249 -1.10586 0.11529
H -0.76683 -0.19613 2.00662